(1)
The following is a DFT calculation (ωB97M-V with the def2-TZVPD basis set) of C54H58I2N7O14S as an isolated structure.

Geometry (Å):
1 I 0.9054 4.8794 -0.5574
2 I -0.6590 3.9801 4.1214
3 S -0.7470 6.4358 1.7536
4 O 5.9565 -6.7997 2.9830
5 O 1.4504 -7.4815 8.8309
6 O -2.4465 -2.3524 2.2776
7 O 6.2198 -1.4515 -3.0442
8 O 4.4284 -2.2896 -3.9105
9 O -8.5554 5.2877 -1.5991
10 O 7.5511 -5.3822 2.6721
11 O 4.4137 4.2597 -8.2590
12 O -0.2176 2.3018 -4.1336
13 O 1.4876 -5.6735 7.6551
14 O 1.3119 3.7308 -4.6417
15 O 6.3464 4.8988 -8.9686
16 O -4.4183 -2.9886 2.8752
17 O -7.5190 5.1360 0.2835
18 N -3.2038 -3.0516 2.9295
19 N 5.0241 -1.4394 -3.2780
20 N 6.7410 -6.1892 2.2677
21 N 1.8109 -6.8311 7.8689
22 N -8.5038 4.9811 -0.4258
23 N 5.6341 4.2652 -8.2170
24 N 0.5461 2.8277 -4.9281
25 C 2.7839 1.7976 -1.7498
26 C -5.1544 2.3945 3.1722
27 C 2.6982 -7.4814 6.8920
28 C -10.8205 4.1766 -0.6013
29 C 7.5913 -5.8069 -0.0085
30 C 6.1334 1.9453 -5.3378
31 C 2.1448 0.7921 -2.4631
32 C 0.7999 2.6009 1.8244
33 C -2.6050 -4.0295 3.8489
34 C 4.8924 0.6895 -2.0503
35 C 4.1565 1.7486 -1.5453
36 C -11.9558 3.3033 1.3272
37 C -4.8408 2.7848 0.6497
38 C 0.0645 4.9082 1.3817
39 C 4.0012 -7.3634 4.8931
40 C 6.6373 -6.9779 -1.8768
41 C -3.4297 -4.8529 4.5936
42 C 4.2420 -0.3058 -2.7549
43 C -9.7008 4.3851 0.1833
44 C 7.5597 -6.0742 -1.3668
45 C -2.8568 -5.7587 5.4717
46 C 2.8770 -0.2683 -2.9726
47 C 0.5611 1.3940 -8.8938
48 C 5.7397 -7.6135 -1.0296
49 C 8.2823 2.7177 -6.0960
50 C 5.7665 -7.3534 0.3302
51 C 5.5108 2.6945 -6.3221
52 C -0.6624 -5.0012 4.8337
53 C -9.6836 4.0558 1.5269
54 C 4.3842 -8.6839 5.0809
55 C 7.6676 3.4678 -7.0849
56 C -3.2803 0.6540 3.2883
57 C -0.3337 1.3267 -6.6650
58 C -3.7883 3.8678 0.8043
59 C 0.1532 3.8830 2.1731
60 C 6.2882 3.4502 -7.1806
61 C 1.4208 2.8920 -7.2261
62 C -4.3669 5.2783 0.6081
63 C -10.8213 3.5131 2.0994
64 C -0.3212 0.8546 -7.9662
65 C -3.5411 6.3489 1.2826
66 C 1.4286 2.4133 -8.5245
67 C 6.6959 -6.4550 0.8228
68 C -1.2272 -4.0951 3.9534
69 C 3.1507 -6.7563 5.8033
70 C 7.5165 1.9594 -5.2214
71 C 3.9155 -9.4013 6.1740
72 C -11.9536 3.6312 -0.0218
73 C -2.1710 6.5055 0.5972
74 C -5.8160 2.6512 1.8208
75 C 0.5424 2.3384 -6.3112
76 C 3.0666 -8.7993 7.0884
77 C -4.7981 0.9110 3.3749
78 C -1.4758 -5.8295 5.5943
79 H -4.3100 3.0452 3.3625
80 H -5.8909 2.6457 3.9285
81 H -2.9496 -0.0878 4.0011
82 H 1.6506 2.7363 1.1740
83 H 1.0766 0.8350 -2.6220
84 H 5.0206 -8.3151 -1.4290
85 H -2.9687 0.4229 2.2799
86 H 2.7036 -9.3557 7.9398
87 H 5.5396 1.3506 -4.6578
88 H 2.3829 -1.0510 -3.5294
89 H 7.9986 1.3768 -4.4466
90 H -3.4877 -6.4073 6.0634
91 H 9.3597 2.7263 -6.0062
92 H -0.9977 0.0632 -8.2575
93 H -8.8011 4.2191 2.1274
94 H -3.4520 6.1428 2.3450
95 H -10.8189 4.4344 -1.6500
96 H 0.5727 1.0179 -9.9082
97 H -6.4142 3.5570 1.8628
98 H 5.0703 -7.8496 0.9903
99 H -3.2831 3.8477 1.7678
100 H 4.3653 -6.8110 4.0413
101 H 8.3084 -5.1043 0.3892
102 H -4.0682 7.2913 1.1899
103 H -12.8452 2.8837 1.7785
104 H -0.5958 -3.4501 3.3608
105 H -6.4953 1.8273 1.6417
106 H -2.0552 7.4333 0.0613
107 H 2.2082 2.6255 -1.3500
108 H 5.9601 0.6508 -1.8907
109 H -4.3577 1.8270 0.4762
110 H 1.0171 2.0133 2.6994
111 H -10.8249 3.2558 3.1496
112 H 0.4127 -5.0612 4.9322
113 H 0.0568 2.0440 1.2570
114 H -3.0243 3.6909 0.0482
115 H 2.0979 3.6855 -6.9438
116 H -1.0304 -6.5323 6.2862
117 H 2.8520 -5.7282 5.6607
118 H -2.0496 5.6793 -0.0862
119 H -5.4321 3.0162 -0.2298
120 H -1.3509 6.3022 2.9558
121 H 8.2569 -5.5794 -2.0285
122 H 4.4341 2.6849 -6.4105
123 H 4.6536 2.5344 -0.9920
124 H -5.3464 5.2813 1.0595
125 H -5.2946 0.2774 2.6544
126 H 2.1145 2.8348 -9.2463
127 H -12.8372 3.4645 -0.6218
128 H 8.2624 4.0580 -7.7661
129 H 5.0533 -9.1546 4.3721
130 H 6.6186 -7.1883 -2.9379
131 H -4.5038 -4.7943 4.4988
132 H -4.5070 5.4856 -0.4468
133 H -1.0179 0.9060 -5.9430
134 H -5.0794 0.6629 4.3872
135 H -2.7970 1.5836 3.5632
136 H 4.2145 -10.4309 6.3158

Output
energy	-4521.799737	Ha
HOMO-LUMO gap	0.281	Ha
strongest force on any atom	1.924	eV/A
net charge	+1
LUMO level	-3.371	eV

---

(2)
The following is a DFT calculation (ωB97M-V with the def2-TZVPD basis set) of C54H60N5O3PbSe as an isolated structure.

Geometry (Å):
1 Pb -0.0740 -0.4570 -0.0458
2 Se 0.3730 0.8601 -2.5377
3 O 2.2969 -0.5303 -0.4523
4 O 0.6698 1.9077 0.4688
5 O 0.0500 -2.1305 -1.8757
6 N -1.4933 -0.8165 2.9083
7 N -1.5269 2.6791 0.6897
8 N -1.9145 1.5227 0.0921
9 N 1.1693 -0.3113 2.7619
10 N -2.6707 -0.8635 -0.9585
11 C -2.6477 -1.8271 5.2276
12 C -4.2578 -2.2451 -2.0813
13 C 3.3435 -0.2121 3.7467
14 C -4.8420 -0.0188 -1.4308
15 C -4.1540 2.5145 -0.1292
16 C -0.5934 -1.3484 -5.9230
17 C -1.1404 -2.2611 -8.2239
18 C -5.1876 -1.2219 -2.0242
19 C -0.2012 2.7216 0.8556
20 C -0.4032 -1.8296 6.3138
21 C 1.4656 3.8698 2.3108
22 C -0.2340 -4.4774 -3.7500
23 C -0.0317 -0.6076 -3.6942
24 C 1.4944 -1.0335 5.0339
25 C -0.0706 -1.9272 -3.1406
26 C 5.2354 -1.0656 -0.7273
27 C 0.9163 -1.5657 6.2397
28 C -2.7814 -1.0567 2.9760
29 C 6.1997 -1.8656 -1.6202
30 C 5.1683 2.1156 -4.5991
31 C 1.9188 4.9679 3.0271
32 C 2.2845 0.7231 -2.4809
33 C 4.3521 1.3711 -3.5459
34 C -1.2656 -1.5817 5.1867
35 C 4.4942 -2.1123 0.1149
36 C 0.2637 3.9327 1.6139
37 C 5.9413 1.1093 -5.4639
38 C -1.6358 -5.0802 -3.9262
39 C 2.9711 1.4100 -3.4730
40 C -0.4716 5.1125 1.6252
41 C 0.7356 -5.1816 -4.7141
42 C -0.5578 -2.6426 -5.4161
43 C -0.7356 -1.0732 3.9926
44 C -3.4141 -1.5660 4.1227
45 C -0.9342 -1.0091 -7.3722
46 C -3.1401 1.4169 -0.2787
47 C 4.9903 0.5632 -2.6030
48 C -0.0101 6.2180 2.3268
49 C 4.2786 2.9514 -5.5193
50 C 2.9279 -0.0233 -1.4565
51 C -2.2277 -0.1821 -7.4146
52 C 4.3488 -0.1644 -1.6136
53 C -3.0045 -2.0129 -1.5316
54 C 0.2015 -0.1892 -8.0017
55 C 2.4477 -0.0207 2.6786
56 C 6.1675 3.0589 -3.9152
57 C -0.2991 -0.3315 -5.0188
58 C 6.0529 -0.1817 0.2250
59 C 2.8624 -0.7252 4.9219
60 C 1.1829 6.1466 3.0338
61 C -0.2785 -2.9746 -4.0911
62 C -3.5584 0.1368 -0.9064
63 C 0.2463 -4.8169 -2.3330
64 C 0.6888 -0.7975 3.9148
65 H -0.7564 -3.4615 -6.0974
66 H -5.5516 0.7946 -1.3876
67 H 3.5774 2.3252 -6.0754
68 H 4.3895 0.0350 3.6222
69 H -4.4831 -3.1921 -2.5523
70 H -3.0609 -0.7575 -7.0049
71 H 6.8452 -1.2289 -2.2249
72 H 0.4390 -5.0705 -5.7578
73 H 3.8427 -2.7329 -0.5006
74 H -1.3711 -1.9694 -9.2518
75 H -0.2433 -2.8842 -8.2425
76 H 1.5667 -1.7479 7.0874
77 H 6.6656 0.5507 -4.8678
78 H 3.8721 -1.6654 0.8809
79 H -4.4661 2.8950 -1.1061
80 H 4.8988 3.4862 -6.2429
81 H -2.2134 -2.7546 -1.5722
82 H -1.4055 5.1493 1.0818
83 H -3.0906 -2.2184 6.1367
84 H -1.9779 -5.0096 -4.9612
85 H 2.8518 4.9077 3.5741
86 H -3.7118 3.3275 0.4377
87 H -1.6389 -6.1361 -3.6374
88 H 6.8578 2.5091 -3.2730
89 H 6.0713 0.4867 -2.6610
90 H 3.7029 3.6881 -4.9551
91 H -0.2726 0.7039 -5.3420
92 H 2.0359 2.9503 2.2719
93 H 6.7580 3.6015 -4.6602
94 H 1.7401 -4.7680 -4.6050
95 H -6.1756 -1.3522 -2.4494
96 H -3.3562 -0.8398 2.0788
97 H -0.5829 7.1376 2.3212
98 H -0.4481 -4.4763 -1.5688
99 H -4.4815 -1.7412 4.1210
100 H 0.7776 -6.2515 -4.4886
101 H 6.6864 -0.7967 0.8729
102 H 6.6939 0.5115 -0.3245
103 H 0.3457 0.7591 -7.4822
104 H 5.6367 -2.5117 -2.2967
105 H 5.2555 0.3896 -5.9150
106 H -1.9698 -2.8675 -7.8532
107 H -2.1289 0.7279 -6.8206
108 H 1.2077 -4.3560 -2.1116
109 H 6.4850 1.6213 -6.2640
110 H -2.3570 -4.5511 -3.2982
111 H 2.3920 1.9781 -4.1901
112 H 1.5408 7.0082 3.5844
113 H -5.0488 2.1583 0.3878
114 H -0.8402 -2.2297 7.2211
115 H -2.4745 0.1042 -8.4420
116 H 2.7782 0.3545 1.7138
117 H 5.2431 -2.7548 0.5919
118 H 6.8425 -2.4962 -0.9988
119 H 1.1426 -0.7407 -7.9539
120 H 5.3857 0.4119 0.8554
121 H -0.0196 0.0325 -9.0502
122 H 5.6411 3.7858 -3.2934
123 H 3.5160 -0.8965 5.7700
124 H 0.3485 -5.9054 -2.2609

Output
energy	-5187.674356	Ha
HOMO-LUMO gap	0.229	Ha
energy above the lowest of the compared OMol25 structures with the same formula, charge and spin	16.1	kcal/mol
strongest force on any atom	0.704	eV/A
net charge	-1
LUMO level	2.102	eV

---

(3)
The following is a DFT calculation (ωB97M-V with the def2-TZVPD basis set) of a 9-piece molecular cluster, C54H62O16 overall.

Geometry (Å):
1 O 11.2166 24.8712 9.4019
2 O 11.3222 15.9470 13.3874
3 O 13.3534 16.1900 15.0714
4 O 15.7282 21.1051 14.2551
5 O 9.0858 19.8517 15.0570
6 O 11.7849 19.7438 11.3510
7 O 18.3850 18.0105 9.4212
8 O 12.6906 8.8705 16.4428
9 O 18.9792 21.4075 16.0671
10 O 19.8917 16.3657 18.2521
11 O 21.9224 20.3693 12.1274
12 O 12.6332 14.3483 17.1310
13 O 16.5629 21.5763 11.6014
14 O 10.1491 15.5090 18.2805
15 O 12.9180 18.2934 9.0995
16 O 11.4199 11.5823 9.8583
17 C 12.6804 21.5750 10.0214
18 C 19.1185 20.1179 16.5761
19 C 13.3406 17.4577 20.1227
20 C 11.3003 14.8690 12.4770
21 C 15.0818 19.0821 8.3899
22 C 10.6631 21.7682 11.2464
23 C 18.8843 22.2709 11.4026
24 C 18.6650 18.4472 18.2480
25 C 12.7991 13.0187 16.8567
26 C 19.6057 19.7078 12.2132
27 C 12.4463 22.8358 9.4751
28 C 14.0240 17.4056 14.8484
29 C 15.1683 19.8957 14.4254
30 C 14.8237 17.2095 9.9223
31 C 9.9161 16.4917 17.3141
32 C 20.0120 19.2582 16.0004
33 C 20.5921 20.6472 11.9011
34 C 10.5831 14.9094 11.2647
35 C 14.2756 18.2596 9.1820
36 C 10.9846 17.3172 16.9361
37 C 13.6424 17.7779 21.6038
38 C 8.3532 17.8556 16.1498
39 C 19.5858 17.5759 17.6528
40 C 12.7549 16.9740 22.5877
41 C 17.0177 18.1015 9.4168
42 C 14.1611 16.3699 19.5418
43 C 18.4371 19.6948 17.6816
44 C 15.6851 16.6950 19.4769
45 C 10.3758 23.0304 10.7358
46 C 11.2807 23.5545 9.8363
47 C 9.4078 18.6388 15.6817
48 C 11.6023 12.2699 16.8654
49 C 20.2344 21.9495 11.4996
50 C 20.2405 17.9783 16.4979
51 C 10.7247 18.3565 16.0803
52 C 16.4205 19.0363 8.5860
53 C 13.9353 17.9931 13.5989
54 C 11.9222 13.6563 12.8411
55 C 11.3227 12.6414 10.7576
56 C 15.2532 19.2747 15.6621
57 C 11.9851 12.5691 11.9725
58 C 18.2837 20.0789 12.0678
59 C 13.9243 12.3246 16.5134
60 C 12.6723 15.4708 22.4044
61 C 16.2133 17.1866 10.1031
62 C 11.5419 10.9268 16.8323
63 C 8.6223 16.7207 16.9246
64 C 11.7340 20.9921 10.8426
65 C 12.7246 10.2371 16.6163
66 C 10.6324 13.8295 10.3902
67 C 17.9352 21.3380 11.7263
68 C 13.8830 10.9254 16.4879
69 C 14.7307 18.0128 15.8622
70 C 14.4603 19.2524 13.4434
71 H 12.0937 15.1725 23.2801
72 H 16.0976 16.7792 20.4888
73 H 10.0356 15.8145 11.0020
74 H 13.7860 16.0490 18.5721
75 H 14.0554 15.4516 20.1052
76 H 10.1259 13.8751 9.4252
77 H 18.6210 23.2427 11.0358
78 H 11.8647 8.5423 16.8131
79 H 15.6565 21.3319 13.3076
80 H 12.5629 16.1717 14.4973
81 H 18.2232 21.3878 15.4721
82 H 14.8837 12.8165 16.4408
83 H 20.7776 16.0738 17.9851
84 H 9.4792 23.5637 11.0143
85 H 12.4932 11.6381 12.2864
86 H 16.3753 22.4571 11.2592
87 H 12.2758 17.1674 20.0741
88 H 20.6189 19.6536 15.1694
89 H 16.2814 15.8968 19.0030
90 H 12.6250 18.8199 8.3609
91 H 17.0212 19.7301 8.0215
92 H 10.3624 25.2277 9.6513
93 H 12.0784 10.9508 10.2016
94 H 13.0640 17.2263 23.6104
95 H 14.3809 19.7573 12.4820
96 H 14.6767 19.7890 7.6762
97 H 18.2014 18.1029 19.1440
98 H 15.9623 17.6648 18.9699
99 H 7.9084 15.9812 17.1868
100 H 12.5644 19.2384 11.1168
101 H 9.5744 20.5383 15.5579
102 H 12.3654 13.6500 13.8254
103 H 7.3398 17.9548 15.7802
104 H 12.9058 14.9007 16.3722
105 H 10.6063 10.4303 16.9903
106 H 11.5322 18.9987 15.7405
107 H 13.4319 17.5595 12.7563
108 H 13.1303 23.3037 8.7796
109 H 14.7771 17.5289 16.8303
110 H 12.0280 17.1896 17.2241
111 H 13.3640 18.3823 19.5297
112 H 10.6888 12.8494 16.9829
113 H 17.7344 20.3716 18.1149
114 H 11.7026 17.3452 22.5218
115 H 19.8523 18.6975 12.5399
116 H 16.6051 16.4619 10.8374
117 H 14.1496 16.5018 10.3616
118 H 18.7550 18.7394 9.9085
119 H 14.6784 17.5076 21.8362
120 H 9.9447 21.4590 11.9829
121 H 13.5874 21.0280 9.7629
122 H 21.9580 19.5702 12.6548
123 H 10.5885 16.5446 13.2119
124 H 21.0425 22.6338 11.2829
125 H 12.1070 15.2809 21.5092
126 H 15.7864 19.7313 16.4931
127 H 13.5163 18.8109 21.9317
128 H 21.0746 17.3579 16.1704
129 H 14.7631 10.3212 16.2980
130 H 13.6719 15.0704 22.3741
131 H 17.4984 19.3443 12.2091
132 H 11.0753 15.4771 18.5491

Output
energy	-3298.681427	Ha
HOMO-LUMO gap	0.307	Ha
energy above the lowest of the compared OMol25 structures with the same formula, charge and spin	0.0	kcal/mol
SMILES	Oc1ccc(O)cc1.Oc1ccc(O)cc1.Oc1ccc(O)cc1.Oc1ccc(O)cc1.Oc1ccc(O)cc1.Oc1ccc(O)cc1.Oc1ccc(O)cc1.Oc1ccc(O)cc1.CCCCCC
strongest force on any atom	2.987	eV/A
LUMO level	0.264	eV

---

Which value of LUMO level does entry 2 give? 2.102 eV

---

What is the LUMO level in the third record? 0.264 eV